Entry from the Open Molecules 2025 dataset: C15H23N5O4 in the gas phase in a non-equilibrium geometry (ωB97M-V/def2-TZVPD).

Structure (XYZ):
```
47
Properties=species:S:1:pos:R:3:forces:R:3
O -2.587707 -0.086805 1.090324 0.808 -2.573 -0.867
O -3.453297 -2.129671 0.580725 1.981 -0.282 -0.912
O -1.534037 0.018210 -2.458650 -2.722 0.518 -2.943
O -1.814217 3.776964 3.644496 -0.466 -0.165 0.972
N 2.475738 -1.126577 -0.550496 -0.134 -1.884 -5.609
N 2.419858 -3.330573 0.340275 -0.209 -0.274 0.650
N 1.169711 1.259190 -3.125943 -0.022 -0.111 -1.675
N -0.469764 -0.529685 -0.612926 -0.748 -1.638 -0.131
N 3.056740 -3.026311 -1.791051 -1.079 0.199 -1.008
C -1.843966 2.710945 0.104722 0.423 -0.526 2.945
C -2.312432 2.997288 1.484189 0.599 -0.845 -2.700
C 0.180818 -2.458535 1.394405 -1.125 1.054 -0.833
C -2.451764 -1.168535 0.521141 -3.513 1.954 1.128
C -0.057721 2.745865 -1.664712 0.635 -1.039 -0.473
C -0.151859 3.878852 1.923969 -0.425 0.272 1.845
C 1.613416 -3.026476 1.522086 -0.421 -2.852 0.922
C -0.536619 3.045193 -0.307974 -3.330 -0.843 0.330
C -1.407573 3.500681 2.397411 -0.064 0.592 -1.924
C -0.726879 -2.881466 0.132153 1.084 -0.297 -3.667
C 0.486844 1.268154 -1.912873 -0.511 0.328 2.929
C -0.604000 0.199046 -1.760419 2.316 0.971 1.701
C 2.654927 -2.377768 -0.631270 -0.103 -0.352 -0.270
C 0.171536 3.721937 0.597649 1.713 0.848 2.188
C -1.507737 -1.630573 -0.503521 3.173 1.814 1.889
H 1.093085 4.106875 0.319031 1.905 0.627 -0.584
H -1.486255 -3.707536 0.140883 1.030 0.566 0.905
H -2.065133 -1.498135 -1.451041 0.307 -1.589 0.130
H 0.464912 -0.906076 -0.528355 0.382 0.426 0.181
H -0.420134 -2.710369 2.329536 1.053 0.580 -1.039
H -2.298622 1.910643 -0.454797 -1.038 0.461 -0.347
H 1.416537 0.297159 -3.429332 0.627 1.556 0.296
H -4.080720 -1.910344 1.235076 -1.200 0.765 1.290
H -3.337724 2.804691 1.810783 0.401 -0.250 -0.301
H -1.158453 4.321046 4.081845 0.164 0.076 0.153
H 0.479139 4.311815 2.742048 0.017 -0.123 -1.350
H 0.843102 3.357877 -1.860573 -0.596 0.090 -0.197
H 1.213518 1.035010 -1.068481 -0.911 0.427 -0.456
H 2.217641 -2.451864 2.190159 -0.036 0.921 0.713
H -0.018176 -3.174356 -0.786572 -1.199 0.349 2.075
H 0.325560 -1.326719 1.280035 -0.673 -1.643 0.715
H 2.622337 -3.986082 -1.864815 0.763 1.789 -0.290
H 1.520021 -4.043850 2.058095 0.166 1.357 -0.811
H 1.841833 2.029501 -3.016552 0.357 -1.357 -1.038
H 3.295956 -3.774833 0.585436 -0.268 -0.470 0.015
H -0.898356 2.996637 -2.314253 0.521 -0.235 -0.645
H 2.622506 -0.639598 0.218917 0.245 2.090 4.856
H 3.037412 -2.390847 -2.630785 0.119 -1.284 1.240
```
Forces are in eV/Å.

## Properties
Total energy (Ha): -1160.041007
HOMO-LUMO gap (eV): 8.6
SMILES: [H]/N=C(/N)NCCC[C@H](NC(=O)[C@@H](N)Cc1ccc(O)cc1)C(=O)O
HOMO (eV): -8.11
Energy above the lowest of the compared OMol25 structures with the same formula, charge and spin (kcal per mole): 100.0



Entry from the Open Molecules 2025 dataset: a molecular structure, C8H22LiNO4 in a non-equilibrium geometry (ωB97M-V/def2-TZVPD).

Structure (XYZ):
```
36
Properties=species:S:1:pos:R:3:forces:R:3
O -23.175654 -55.330846 33.264767 -0.732 -1.544 -1.257
O -24.814266 -57.839949 33.892903 1.992 0.773 -0.057
O -19.384694 -57.513262 36.734904 -0.075 2.252 -0.046
O -21.185150 -57.527366 32.922640 -2.610 -1.782 0.240
N -23.010654 -57.445090 36.071176 0.692 -1.431 -1.515
C -21.842305 -58.863239 32.787650 4.257 3.171 0.437
C -25.795523 -57.676256 32.900823 4.052 -3.664 -0.015
C -25.248757 -58.118778 35.170774 2.270 -3.829 0.606
C -18.265619 -56.618375 36.277884 1.331 -5.186 1.701
C -24.005635 -58.551644 36.040379 -1.583 4.854 0.466
C -23.512345 -55.006262 31.878794 0.016 0.818 1.922
C -20.654119 -56.853120 36.387822 1.554 -1.379 1.470
C -21.661629 -57.967558 36.425720 -2.563 1.698 3.370
Li -22.967248 -57.243793 34.037884 1.198 0.702 -0.978
H -20.999777 -55.992607 36.977882 0.536 -0.142 0.687
H -21.963876 -58.352643 37.524742 2.108 0.336 -1.937
H -22.968176 -54.111361 31.638480 0.118 0.539 -0.387
H -24.298478 -58.805466 37.020391 -1.380 0.785 2.017
H -18.194693 -55.853909 37.043518 -0.387 1.405 -1.166
H -17.408915 -57.297409 36.785523 -1.204 1.365 -1.943
H -21.329444 -58.712156 35.801350 0.406 -1.958 -1.421
H -23.206653 -56.810327 36.819782 -0.631 0.384 0.132
H -24.601345 -54.826298 31.699016 0.802 -0.508 0.211
H -20.311515 -56.463725 35.481533 -1.268 0.488 -2.347
H -25.764027 -59.061535 35.258757 -1.008 -0.746 -0.784
H -23.210193 -54.625147 33.873450 -0.243 1.557 0.535
H -26.507335 -57.140437 33.258341 -4.516 4.564 1.548
H -21.067814 -59.527383 32.472851 0.603 -0.988 -0.260
H -25.939646 -57.435817 35.516228 -0.911 2.171 1.302
H -23.642601 -59.502351 35.978292 1.692 -2.454 -2.478
H -23.047650 -55.802530 31.353177 -0.070 -0.817 -0.751
H -18.177962 -56.644806 35.102541 -0.251 0.910 2.578
H -25.329000 -57.497466 31.977372 0.373 0.880 -1.030
H -22.136224 -59.198397 33.733718 -0.940 -0.966 1.851
H -22.601678 -58.985317 32.101838 -2.183 0.210 -1.735
H -26.193066 -58.625436 32.889427 -1.445 -2.467 -0.966
```
Forces are in eV/Å.

## Properties
Total energy (Ha): -681.042093
HOMO-LUMO gap (eV): 6.5
HOMO (eV): -6.35
Energy above the lowest of the compared OMol25 structures with the same formula, charge and spin (kcal per mole): 16.3



Entry from the Open Molecules 2025 dataset: C3H4N2S in the gas phase in a non-equilibrium geometry (ωB97M-V/def2-TZVPD).

Structure (XYZ):
```
10
Properties=species:S:1:pos:R:3:forces:R:3
S 1.438903 0.993862 0.596918 -0.272 0.155 -1.150
N 1.881530 -1.258969 -0.944209 -2.952 -3.692 -2.465
N 4.858751 0.171713 -0.040863 2.253 0.589 0.290
C -0.271437 0.772460 -0.060118 0.757 -1.593 2.222
C 2.293366 -0.362461 -0.266219 2.218 5.048 3.159
C 3.751146 -0.049216 -0.070056 -3.137 -1.475 -0.760
H -0.851161 1.534535 -0.514568 0.196 1.375 -0.110
H -0.250890 -0.031362 -0.781007 -0.166 -0.291 0.017
H -0.699102 0.435642 0.905740 -0.736 0.023 -1.110
H 0.817342 -1.288461 -0.969230 1.838 -0.139 -0.092
```
Forces are in eV/Å.

## Properties
Total energy (Ha): -624.350786
HOMO-LUMO gap (eV): 10.2
SMILES: [H]/N=C(/C#N)SC
HOMO (eV): -9.82
Energy above the lowest of the compared OMol25 structures with the same formula, charge and spin (kcal per mole): 47.1



Entry from the Open Molecules 2025 dataset: C5H6O3 in the gas phase in a non-equilibrium geometry (ωB97M-V/def2-TZVPD).

Structure (XYZ):
```
14
Properties=species:S:1:pos:R:3:forces:R:3
O 2.502315 -0.592153 -0.135244 0.536 0.636 -0.240
O -0.477894 -0.068530 1.406023 -0.279 -0.712 0.418
O -0.351855 -1.569523 -0.303088 -1.013 0.252 0.220
C 0.714210 1.108273 -0.175709 -1.302 0.934 -0.652
C 0.324349 -1.057401 0.815789 1.168 0.857 0.358
C -0.701097 0.672539 0.224669 -1.217 0.047 -0.390
C 1.422984 -0.160739 0.145978 0.416 -1.867 0.618
C -1.198255 -0.458779 -0.728203 1.386 0.219 -1.512
H -0.909599 -0.260670 -1.818054 -0.686 -0.078 1.404
H 0.927091 1.999283 0.383220 0.655 0.075 0.916
H -2.240073 -0.759350 -0.645127 -0.021 0.233 0.133
H -1.412183 1.464198 0.475687 0.131 -0.097 -0.443
H 0.630127 -1.817310 1.542879 -0.018 0.157 -0.444
H 0.769879 1.500161 -1.188820 0.242 -0.656 -0.385
```
Forces are in eV/Å.

## Properties
Total energy (Ha): -419.799003
HOMO-LUMO gap (eV): 10.1
SMILES: O=C1C[C@H]2CO[C@@H]1O2
HOMO (eV): -9.28
Energy above the lowest of the compared OMol25 structures with the same formula, charge and spin (kcal per mole): 25.4



Look up the energy above the lowest of the compared OMol25 structures with the same formula, charge and spin of the second one.
16.3 kcal per mole



What did the second record say?
Entry from the Open Molecules 2025 dataset: a molecular structure, C8H22LiNO4 in a non-equilibrium geometry (ωB97M-V/def2-TZVPD).

Structure (XYZ):
```
36
Properties=species:S:1:pos:R:3:forces:R:3
O -23.175654 -55.330846 33.264767 -0.732 -1.544 -1.257
O -24.814266 -57.839949 33.892903 1.992 0.773 -0.057
O -19.384694 -57.513262 36.734904 -0.075 2.252 -0.046
O -21.185150 -57.527366 32.922640 -2.610 -1.782 0.240
N -23.010654 -57.445090 36.071176 0.692 -1.431 -1.515
C -21.842305 -58.863239 32.787650 4.257 3.171 0.437
C -25.795523 -57.676256 32.900823 4.052 -3.664 -0.015
C -25.248757 -58.118778 35.170774 2.270 -3.829 0.606
C -18.265619 -56.618375 36.277884 1.331 -5.186 1.701
C -24.005635 -58.551644 36.040379 -1.583 4.854 0.466
C -23.512345 -55.006262 31.878794 0.016 0.818 1.922
C -20.654119 -56.853120 36.387822 1.554 -1.379 1.470
C -21.661629 -57.967558 36.425720 -2.563 1.698 3.370
Li -22.967248 -57.243793 34.037884 1.198 0.702 -0.978
H -20.999777 -55.992607 36.977882 0.536 -0.142 0.687
H -21.963876 -58.352643 37.524742 2.108 0.336 -1.937
H -22.968176 -54.111361 31.638480 0.118 0.539 -0.387
H -24.298478 -58.805466 37.020391 -1.380 0.785 2.017
H -18.194693 -55.853909 37.043518 -0.387 1.405 -1.166
H -17.408915 -57.297409 36.785523 -1.204 1.365 -1.943
H -21.329444 -58.712156 35.801350 0.406 -1.958 -1.421
H -23.206653 -56.810327 36.819782 -0.631 0.384 0.132
H -24.601345 -54.826298 31.699016 0.802 -0.508 0.211
H -20.311515 -56.463725 35.481533 -1.268 0.488 -2.347
H -25.764027 -59.061535 35.258757 -1.008 -0.746 -0.784
H -23.210193 -54.625147 33.873450 -0.243 1.557 0.535
H -26.507335 -57.140437 33.258341 -4.516 4.564 1.548
H -21.067814 -59.527383 32.472851 0.603 -0.988 -0.260
H -25.939646 -57.435817 35.516228 -0.911 2.171 1.302
H -23.642601 -59.502351 35.978292 1.692 -2.454 -2.478
H -23.047650 -55.802530 31.353177 -0.070 -0.817 -0.751
H -18.177962 -56.644806 35.102541 -0.251 0.910 2.578
H -25.329000 -57.497466 31.977372 0.373 0.880 -1.030
H -22.136224 -59.198397 33.733718 -0.940 -0.966 1.851
H -22.601678 -58.985317 32.101838 -2.183 0.210 -1.735
H -26.193066 -58.625436 32.889427 -1.445 -2.467 -0.966
```
Forces are in eV/Å.

## Properties
Total energy (Ha): -681.042093
HOMO-LUMO gap (eV): 6.5
HOMO (eV): -6.35
Energy above the lowest of the compared OMol25 structures with the same formula, charge and spin (kcal per mole): 16.3



Repeat the second record exactly.
Entry from the Open Molecules 2025 dataset: a molecular structure, C8H22LiNO4 in a non-equilibrium geometry (ωB97M-V/def2-TZVPD).

Structure (XYZ):
```
36
Properties=species:S:1:pos:R:3:forces:R:3
O -23.175654 -55.330846 33.264767 -0.732 -1.544 -1.257
O -24.814266 -57.839949 33.892903 1.992 0.773 -0.057
O -19.384694 -57.513262 36.734904 -0.075 2.252 -0.046
O -21.185150 -57.527366 32.922640 -2.610 -1.782 0.240
N -23.010654 -57.445090 36.071176 0.692 -1.431 -1.515
C -21.842305 -58.863239 32.787650 4.257 3.171 0.437
C -25.795523 -57.676256 32.900823 4.052 -3.664 -0.015
C -25.248757 -58.118778 35.170774 2.270 -3.829 0.606
C -18.265619 -56.618375 36.277884 1.331 -5.186 1.701
C -24.005635 -58.551644 36.040379 -1.583 4.854 0.466
C -23.512345 -55.006262 31.878794 0.016 0.818 1.922
C -20.654119 -56.853120 36.387822 1.554 -1.379 1.470
C -21.661629 -57.967558 36.425720 -2.563 1.698 3.370
Li -22.967248 -57.243793 34.037884 1.198 0.702 -0.978
H -20.999777 -55.992607 36.977882 0.536 -0.142 0.687
H -21.963876 -58.352643 37.524742 2.108 0.336 -1.937
H -22.968176 -54.111361 31.638480 0.118 0.539 -0.387
H -24.298478 -58.805466 37.020391 -1.380 0.785 2.017
H -18.194693 -55.853909 37.043518 -0.387 1.405 -1.166
H -17.408915 -57.297409 36.785523 -1.204 1.365 -1.943
H -21.329444 -58.712156 35.801350 0.406 -1.958 -1.421
H -23.206653 -56.810327 36.819782 -0.631 0.384 0.132
H -24.601345 -54.826298 31.699016 0.802 -0.508 0.211
H -20.311515 -56.463725 35.481533 -1.268 0.488 -2.347
H -25.764027 -59.061535 35.258757 -1.008 -0.746 -0.784
H -23.210193 -54.625147 33.873450 -0.243 1.557 0.535
H -26.507335 -57.140437 33.258341 -4.516 4.564 1.548
H -21.067814 -59.527383 32.472851 0.603 -0.988 -0.260
H -25.939646 -57.435817 35.516228 -0.911 2.171 1.302
H -23.642601 -59.502351 35.978292 1.692 -2.454 -2.478
H -23.047650 -55.802530 31.353177 -0.070 -0.817 -0.751
H -18.177962 -56.644806 35.102541 -0.251 0.910 2.578
H -25.329000 -57.497466 31.977372 0.373 0.880 -1.030
H -22.136224 -59.198397 33.733718 -0.940 -0.966 1.851
H -22.601678 -58.985317 32.101838 -2.183 0.210 -1.735
H -26.193066 -58.625436 32.889427 -1.445 -2.467 -0.966
```
Forces are in eV/Å.

## Properties
Total energy (Ha): -681.042093
HOMO-LUMO gap (eV): 6.5
HOMO (eV): -6.35
Energy above the lowest of the compared OMol25 structures with the same formula, charge and spin (kcal per mole): 16.3



The lowest total energy belongs to which entry?
C15H23N5O4